Entry 1:
Formula: CHBr2O2P
Source: OMol25
Level of theory: ωB97M-V/def2-TZVPD

XYZ file:
```
7
Properties=species:S:1:pos:R:3:nbo_charge:R:1
P -0.35 -0.31 -1.30 0.88
O 1.02 -0.24 2.23 -0.51
Br -1.73 1.11 -2.30 -0.18
C 1.04 0.29 1.17 0.64
O -0.14 0.29 0.48 -0.80
H 1.92 0.83 0.78 0.13
Br -1.75 -1.96 -1.05 -0.15
```

The value obtained for the energy above the lowest of the compared OMol25 structures with the same formula, charge and spin is 65.7 kJ/mol. As for the gap between HOMO and LUMO: 9.787 eV. The HOMO energy comes out at -0.3749 Eh. Its SMILES is O=COP(Br)Br. For the largest force on an atom, the calculation gives 0.06721 hartree/bohr. For the lowest unoccupied orbital energy, the calculation gives -0.0152 Eh.



Entry 2:
Formula: C2H2Cl6Si2
Source: OMol25
Level of theory: ωB97M-V/def2-TZVPD

XYZ file:
```
12
Properties=species:S:1:pos:R:3:nbo_charge:R:1
C -0.57 0.12 0.89 -0.44
Cl 4.38 -1.81 2.44 -0.32
Cl 2.20 -0.67 0.13 -0.31
C -0.98 0.47 -0.36 -0.38
Si 4.04 -1.36 0.53 1.32
Cl 0.39 -2.54 2.61 -0.41
Cl 5.39 0.05 0.20 -0.32
Cl 0.38 1.38 1.67 0.00
Cl 4.42 -3.13 -0.60 -0.36
H -1.78 0.04 -1.00 0.22
H -0.58 1.29 -0.82 0.20
Si -1.29 -1.27 2.22 0.80
```

The spin multiplicity is 3. As for the expectation value of S²: 2.00. As for the gap between HOMO and LUMO (alpha / beta): 7.506 / 6.821 eV. The HOMO energy (alpha / beta) comes out at -0.2698 / -0.3686 Eh. For the largest force on an atom, the calculation gives 0.06832 hartree/bohr. For the lowest unoccupied orbital energy (alpha / beta), the calculation gives 0.0060 / -0.1180 Eh.



Entry 3:
Formula: C5H7N
Source: OMol25
Level of theory: ωB97M-V/def2-TZVPD

XYZ file:
```
13
Properties=species:S:1:pos:R:3:nbo_charge:R:1
C 0.55 1.22 0.15 -0.18
H -1.61 -0.60 -1.53 0.21
H -1.28 1.96 -0.71 0.22
N -1.17 -1.12 0.53 -0.57
H 2.10 -0.22 -0.29 0.22
C 1.20 -0.13 0.34 -0.46
C 0.13 -1.11 -0.14 -0.08
C -1.01 -0.30 -0.68 -0.13
C -0.63 1.13 -0.45 -0.22
H 1.52 -0.32 1.37 0.22
H -1.16 -0.53 1.36 0.35
H 0.43 -2.06 -0.57 0.21
H 1.01 2.15 0.50 0.21
```

The value obtained for the energy above the lowest of the compared OMol25 structures with the same formula, charge and spin is 148.1 kJ/mol. As for the gap between HOMO and LUMO: 10.172 eV. The HOMO energy comes out at -0.3308 Eh. Its SMILES is C1=C[C@@H]2N[C@@H]2C1. For the largest force on an atom, the calculation gives 0.00528 hartree/bohr. For the lowest unoccupied orbital energy, the calculation gives 0.0430 Eh.



Entry 4:
Formula: C16H14IrN6O2S
Source: OMol25
Level of theory: ωB97M-V/def2-TZVPD

XYZ file:
```
40
Properties=species:S:1:pos:R:3:nbo_charge:R:1
H -5.44 1.99 -0.24 0.21
N 2.90 0.72 3.70 -0.47
N -0.13 -0.95 1.22 -0.72
C 0.72 3.84 0.10 -0.14
C 1.50 1.70 -0.54 0.07
N -0.07 -3.63 -0.08 -0.63
H -1.41 4.01 0.24 0.22
C -3.30 2.09 -0.27 -0.19
H 2.28 0.98 -0.76 0.21
H -3.41 -1.67 -1.11 0.21
C 1.79 3.00 -0.18 -0.26
O 3.32 -2.83 0.33 -0.49
C 0.19 -0.39 2.19 0.64
S -0.79 -1.22 -4.21 0.12
H 5.17 -2.06 0.57 0.21
H -5.50 -0.42 -0.78 0.21
C -0.58 -1.06 -2.69 -0.15
C -3.37 -0.61 -0.87 -0.26
C 4.22 -1.72 0.17 -0.26
O 1.76 -1.67 -0.79 -0.67
H 3.85 -0.86 0.74 0.21
N 0.26 1.24 -0.62 -0.46
H 4.31 -1.46 -0.89 0.20
H 2.81 3.34 -0.11 0.23
H -3.29 3.15 -0.04 0.20
C -0.57 3.36 0.01 -0.23
C -4.55 0.09 -0.69 -0.19
N 0.51 0.20 3.28 -0.67
N 1.28 -3.65 0.26 -0.46
C 1.79 0.47 3.48 0.43
H -0.64 -3.40 0.72 0.39
C -0.79 2.04 -0.35 0.21
H 1.64 -4.31 0.94 0.40
C 2.09 -2.65 -0.12 0.92
C -2.13 0.01 -0.75 -0.11
C -4.52 1.45 -0.38 -0.24
H 0.90 4.87 0.39 0.22
Ir -0.33 -0.88 -0.90 0.77
H -0.34 -4.50 -0.52 0.37
C -2.11 1.39 -0.45 -0.08
```

The spin multiplicity is 2. The value obtained for the energy above the lowest of the compared OMol25 structures with the same formula, charge and spin is 2.0 kJ/mol. As for the expectation value of S²: 0.75. As for the gap between HOMO and LUMO (alpha / beta): 7.514 / 8.178 eV. The HOMO energy (alpha / beta) comes out at -0.2702 / -0.3071 Eh. For the largest force on an atom, the calculation gives 0.00442 hartree/bohr. For the lowest unoccupied orbital energy (alpha / beta), the calculation gives 0.0059 / -0.0066 Eh.



Entry 5:
Formula: C2H2BrCl2I
Source: OMol25
Level of theory: ωB97M-V/def2-TZVPD

XYZ file:
```
8
Properties=species:S:1:pos:R:3:nbo_charge:R:1
I 2.63 -0.51 0.15 0.22
C -0.88 -0.45 0.27 -0.30
Cl -0.80 -0.64 2.06 0.00
Br -2.06 0.91 -0.31 0.10
H 0.64 0.55 -1.40 0.21
H 0.60 1.48 0.06 0.23
C 0.90 0.49 -0.32 -0.58
Cl -1.04 -1.83 -0.52 0.13
```

The value obtained for the energy above the lowest of the compared OMol25 structures with the same formula, charge and spin is 194.6 kJ/mol. As for the gap between HOMO and LUMO: 9.368 eV. The HOMO energy comes out at -0.3368 Eh. For the largest force on an atom, the calculation gives 0.11852 hartree/bohr. For the lowest unoccupied orbital energy, the calculation gives 0.0074 Eh.



Entry 6:
Formula: C55H46Cl4N8ReS
Source: OMol25
Level of theory: ωB97M-V/def2-TZVPD

XYZ file:
```
115
Properties=species:S:1:pos:R:3:lowdin_charge:R:1
C 3.61 0.63 3.74 -0.21
C 1.35 5.62 -1.60 -0.12
H -5.74 0.44 2.44 0.13
C 0.35 -0.92 -4.86 -0.25
C -0.59 -1.43 -7.02 -0.08
Cl -2.14 -8.92 1.84 0.72
H 0.33 -4.83 1.06 0.13
H 5.34 -0.50 -0.83 0.09
C -4.48 2.79 5.23 -0.08
H -0.73 -4.82 -1.84 0.14
H 5.15 -0.84 3.26 0.07
H -1.73 4.93 -4.11 0.12
H -4.13 3.44 6.03 0.11
H 0.92 1.47 -4.97 0.12
C -0.20 -3.02 -2.96 0.04
H -2.58 2.69 4.26 0.13
H 0.27 3.78 -4.57 0.13
C -3.84 2.76 -2.59 -0.01
C -2.92 -0.29 2.02 -0.27
Cl -6.34 4.18 -5.34 0.72
C -3.12 1.09 2.15 -0.04
N -2.18 -0.85 0.99 -0.12
N 2.70 0.79 0.86 0.04
C 3.11 4.10 -0.79 -0.12
C -4.06 1.52 3.23 -0.21
N -1.81 1.87 0.15 -0.06
C -2.24 -2.19 1.18 -0.23
C 4.13 0.54 0.62 -0.20
H 1.45 6.23 -0.70 0.14
H 0.12 -7.21 1.73 0.11
H -3.15 -3.48 2.74 0.12
H 4.39 6.37 -3.06 0.12
C -2.52 4.03 0.20 0.02
C -5.38 1.10 3.22 -0.02
C -0.21 -1.64 -2.59 -0.18
H -1.75 -0.93 -5.30 0.13
C 4.07 4.61 -1.86 -0.16
H -2.68 5.05 -0.11 0.13
C 1.80 -1.47 -6.71 -0.08
C -5.80 2.38 5.20 -0.66
Re -0.78 0.14 -0.27 1.40
H 4.58 0.13 1.52 0.08
C 4.29 -0.42 -0.54 -0.05
C -1.99 -7.26 1.39 -0.66
H -3.73 5.28 -5.50 0.12
C -0.75 -6.65 1.42 -0.08
C -1.48 3.27 -1.96 -0.08
C -3.40 -1.30 2.88 0.03
H -3.62 3.86 2.10 0.13
C 1.63 -1.11 -5.38 -0.03
C 4.66 -0.39 4.12 -0.07
N 1.25 1.99 -1.09 0.05
H 1.78 -0.42 3.66 0.12
N -0.68 -1.53 -1.29 -0.08
C -3.75 4.57 -4.69 -0.07
C -3.61 2.37 4.24 -0.03
C -2.63 4.35 -3.91 -0.01
C -0.99 -2.84 -0.85 -0.19
H 0.12 -3.39 -3.92 0.13
C -2.65 3.45 -2.85 -0.17
H 2.18 1.17 0.06 0.05
C 0.95 3.19 -1.51 -0.26
C 3.73 6.05 -2.26 -0.19
H 5.09 4.54 -1.48 0.12
C 0.17 -0.57 -3.42 -0.08
C 0.69 -1.63 -7.52 -0.66
H 2.12 5.58 -3.61 0.11
H 5.42 0.08 4.74 0.09
Cl 0.89 -2.09 -9.17 0.72
C -0.63 -3.75 -1.90 0.05
C -4.97 2.97 -3.36 -0.08
H 0.31 5.64 -1.90 0.12
H 4.01 1.43 3.11 0.12
H 2.00 7.19 -2.91 0.12
C 2.27 6.16 -2.69 -0.17
H -7.30 1.23 4.19 0.12
N 0.41 0.97 -1.62 -0.17
Cl -6.89 2.91 6.43 0.72
C -0.76 -1.08 -5.69 -0.02
C -6.26 1.53 4.20 -0.07
C 0.39 0.72 -2.98 -0.16
C -3.00 3.42 1.34 0.05
C -0.22 3.34 -2.40 -0.14
H 3.22 1.11 4.64 0.13
H 3.93 -1.42 -0.28 0.08
H -5.89 2.44 -3.16 0.11
C -4.92 3.88 -4.40 -0.66
H -3.89 2.05 -1.77 0.12
C 1.97 0.33 1.84 -0.64
N 2.44 0.04 3.05 0.01
H 4.21 -1.20 4.71 0.08
N 1.73 4.24 -1.24 -0.02
C -3.13 -6.56 0.99 -0.08
C -2.97 -2.50 2.35 0.03
C -0.64 -5.32 1.04 -0.02
C 0.22 3.05 -3.78 0.02
H 2.79 -1.64 -7.12 0.11
S 0.24 -0.02 1.73 0.82
C -3.01 -5.23 0.64 -0.02
C -1.83 3.08 -0.52 -0.22
H 3.91 6.71 -1.41 0.12
C -1.64 -3.15 0.30 -0.04
H -3.89 -4.68 0.33 0.13
H 3.29 3.04 -0.57 0.09
C -1.77 -4.60 0.66 -0.22
H 3.23 4.67 0.14 0.14
H -1.45 -1.55 -7.67 0.11
C 0.60 1.78 -3.99 0.03
C -2.61 2.07 1.30 -0.22
H 4.63 1.49 0.42 0.12
H -4.09 -7.06 0.96 0.12
H -3.98 -1.15 3.77 0.13
H 3.99 3.96 -2.74 0.12
H 3.73 -0.07 -1.41 0.07
H 2.49 -1.00 -4.74 0.13
```

The spin multiplicity is 2. The value obtained for the energy above the lowest of the compared OMol25 structures with the same formula, charge and spin is 224.1 kJ/mol. As for the expectation value of S²: 0.83. As for the gap between HOMO and LUMO (alpha / beta): 5.382 / 5.254 eV. The HOMO energy (alpha / beta) comes out at -0.4455 / -0.4544 Eh. For the largest force on an atom, the calculation gives 0.02097 hartree/bohr. For the lowest unoccupied orbital energy (alpha / beta), the calculation gives -0.2478 / -0.2614 Eh. The total charge is +2.